[1]
A cluster of 5 separate species, C30H64INO14 in total in a non-equilibrium geometry. Source: the Open Molecules 2025 dataset; level of theory: ωB97M-V/def2-TZVPD.

Last column: Löwdin charge in e.
Element x y z (Å)
N 7.188 -0.552 -2.736  0.022
C 6.666 0.034 -3.896  -0.191
C 5.777 1.447 -3.857  -0.089
C 4.433 1.197 -4.786  -0.246
C 3.875 -0.341 -4.990  -0.219
C 3.078 -0.560 -3.543  -0.573
I 1.728 -2.237 -4.020  0.849
C 2.423 0.929 -3.331  -0.242
O 1.266 1.255 -2.697  -0.038
O 3.385 1.860 -3.942  -0.093
H 7.710 -1.440 -3.006  0.041
H 6.880 -0.537 -4.921  0.120
H 5.407 1.558 -2.727  0.139
H 6.411 2.388 -4.190  0.130
H 4.378 1.782 -5.823  0.170
H 3.004 -0.475 -5.794  0.092
H 4.619 -1.186 -5.333  0.116
H 3.714 -0.805 -2.592  0.117
C -1.523 0.392 -1.896  -0.100
O -1.971 -0.924 -1.614  -0.205
C -0.957 -1.737 -1.025  -0.197
C -1.550 -2.658 0.046  -0.166
O -1.927 -1.984 1.257  -0.134
C -3.082 -1.137 1.181  -0.168
C -4.396 -1.896 0.955  -0.185
O -4.505 -2.309 -0.408  -0.219
C -5.215 -3.527 -0.559  -0.109
H -0.801 0.379 -2.719  0.065
H -2.390 0.991 -2.192  0.068
H -1.081 0.856 -1.007  0.079
H -0.167 -1.124 -0.575  0.124
H -0.521 -2.343 -1.823  0.063
H -0.770 -3.370 0.341  0.118
H -2.375 -3.256 -0.342  0.113
H -2.937 -0.345 0.448  0.108
H -3.144 -0.647 2.160  0.126
H -5.245 -1.235 1.166  0.125
H -4.435 -2.756 1.632  0.123
H -4.806 -4.303 0.093  0.084
H -5.104 -3.859 -1.593  0.089
H -6.277 -3.373 -0.345  0.087
C 2.106 -2.707 2.256  -0.095
O 3.195 -3.601 2.101  -0.209
C 3.826 -3.924 3.339  -0.188
C 4.254 -5.395 3.367  -0.170
O 3.167 -6.321 3.505  -0.133
C 2.311 -6.472 2.364  -0.168
C 2.991 -7.137 1.160  -0.188
O 3.851 -6.209 0.498  -0.212
C 4.981 -6.829 -0.093  -0.112
H 2.470 -1.713 2.538  0.083
H 1.583 -2.635 1.298  0.080
H 1.395 -3.078 3.002  0.091
H 3.159 -3.727 4.188  0.125
H 4.709 -3.287 3.431  0.123
H 4.876 -5.543 4.258  0.125
H 4.882 -5.652 2.514  0.111
H 1.846 -5.525 2.097  0.111
H 1.502 -7.133 2.697  0.126
H 2.231 -7.454 0.436  0.124
H 3.549 -8.015 1.502  0.123
H 5.505 -7.458 0.631  0.084
H 5.666 -6.045 -0.420  0.088
H 4.675 -7.422 -0.960  0.086
C -5.401 1.125 -1.835  -0.099
O -5.394 2.357 -1.133  -0.204
C -4.318 3.209 -1.523  -0.193
C -4.765 4.674 -1.556  -0.167
O -5.625 5.001 -2.658  -0.132
C -6.958 4.475 -2.602  -0.169
C -7.821 5.080 -1.486  -0.188
O -7.458 4.526 -0.221  -0.211
C -7.625 5.441 0.850  -0.111
H -4.556 0.504 -1.520  0.070
H -6.333 0.603 -1.599  0.093
H -5.372 1.289 -2.918  0.091
H -3.928 2.930 -2.510  0.120
H -3.522 3.089 -0.784  0.118
H -3.870 5.292 -1.694  0.126
H -5.205 4.986 -0.609  0.113
H -6.947 3.387 -2.563  0.112
H -7.415 4.747 -3.561  0.125
H -8.875 4.837 -1.661  0.124
H -7.699 6.169 -1.488  0.123
H -7.123 6.388 0.637  0.084
H -7.168 5.008 1.741  0.089
H -8.689 5.609 1.039  0.086
C 3.659 4.277 4.853  -0.113
O 3.316 3.903 3.529  -0.208
C 3.990 2.722 3.097  -0.188
C 3.066 1.850 2.239  -0.168
O 2.039 1.176 2.981  -0.142
C 0.980 1.997 3.491  -0.165
C 0.081 2.601 2.404  -0.183
O 0.738 3.697 1.766  -0.208
C 0.378 3.838 0.401  -0.099
H 4.694 4.635 4.889  0.087
H 2.992 5.087 5.163  0.090
H 3.521 3.441 5.547  0.085
H 4.349 2.134 3.950  0.123
H 4.849 3.036 2.500  0.123
H 3.677 1.052 1.799  0.124
H 2.645 2.406 1.401  0.114
H 1.367 2.757 4.168  0.112
H 0.362 1.326 4.099  0.126
H -0.838 2.989 2.858  0.125
H -0.178 1.822 1.679  0.118
H 0.500 2.893 -0.135  0.072
H 1.044 4.574 -0.052  0.091
H -0.654 4.190 0.319  0.083

Calculated values
Orbital gap = 0.3113 Eh
Electronic energy = -70391.32113 eV
HOMO level = -8.82 eV
SMILES = [H]/N=C/C[C@H]1C[C@H](I)C(=O)O1.COCCOCCOC.COCCOCCOC.COCCOCCOC.COCCOCCOC

---

[2]
A structure of composition C21H35FP2Sn in a non-equilibrium geometry. Source: the Open Molecules 2025 dataset; level of theory: ωB97M-V/def2-TZVPD.

Last column: natural (NBO) charge in e.
Element x y z (Å)
P 1.974 1.145 -0.438  0.868
P -0.774 -0.541 -1.721  0.802
C 2.012 0.099 -2.017  -0.728
C 0.725 0.231 -2.815  -0.650
H 2.222 -0.947 -1.713  0.262
H 2.879 0.475 -2.566  0.269
H 0.519 1.284 -3.064  0.199
H 0.772 -0.351 -3.736  0.266
C -0.566 -2.159 -2.605  -0.877
H -1.368 -2.829 -2.271  0.254
H 0.408 -2.623 -2.419  0.243
H -0.689 -1.956 -3.681  0.248
C -2.513 -0.469 -2.292  -0.963
H -2.689 -1.252 -3.047  0.266
H -2.804 0.498 -2.706  0.244
H -3.173 -0.682 -1.436  0.280
C 3.736 0.785 0.086  -0.872
H 4.074 1.603 0.743  0.261
H 4.371 0.793 -0.817  0.254
H 3.876 -0.173 0.605  0.267
C 2.422 2.857 -0.953  -0.954
H 1.636 3.283 -1.589  0.216
H 3.399 2.906 -1.458  0.267
H 2.482 3.466 -0.038  0.264
Sn -0.654 2.084 -0.868  1.598
C -0.007 -2.769 0.557  -0.181
C 1.232 -3.162 0.218  -0.119
C 2.222 -3.830 1.119  -0.453
C 2.224 -3.310 2.569  -0.456
C 2.629 -1.876 2.548  -0.125
C 1.800 -0.817 2.495  -0.245
C 0.420 -0.648 1.945  -0.413
C -0.462 -1.919 1.700  -0.462
C -0.346 4.304 -0.408  -0.955
H -0.800 -2.955 -0.154  0.201
H 1.544 -3.084 -0.833  0.186
H 3.232 -3.672 0.713  0.213
H 2.068 -4.913 1.201  0.257
H 1.250 -3.436 3.078  0.221
H 3.050 -3.797 3.120  0.247
H 3.694 -1.723 2.393  0.204
H 2.242 0.116 2.840  0.205
H 0.506 -0.116 0.963  0.181
H -0.138 0.043 2.609  0.222
H -0.606 -2.484 2.638  0.251
H -1.459 -1.524 1.404  0.216
H -0.928 4.676 -1.241  0.238
H 0.645 4.743 -0.424  0.245
H -0.839 4.524 0.545  0.267
F -6.097 1.377 2.501  -0.295
C -5.019 1.627 1.690  0.433
C -5.223 1.737 0.315  -0.243
C -4.095 1.936 -0.518  -0.243
C -2.813 1.990 0.050  -0.351
C -2.664 2.010 1.423  -0.267
C -3.766 1.789 2.262  -0.252
H -6.226 1.640 -0.105  0.268
H -4.244 2.053 -1.604  0.237
H -1.692 2.206 1.880  0.221
H -3.615 1.732 3.327  0.261

Calculated values
Orbital gap (alpha / beta) = 0.1534 / 0.1420 Eh
Electronic energy = -49448.06948 eV
HOMO level (alpha / beta) = -13.93 / -13.76 eV
Total charge = +2

---

[3]
An isolated molecule of C8H14 in a non-equilibrium geometry. Source: the Open Molecules 2025 dataset; level of theory: ωB97M-V/def2-TZVPD.

Last column: natural (NBO) charge in e.
Element x y z (Å)
C 1.009 -2.440 0.819  -0.612
C 0.390 -1.412 1.787  -0.387
C 0.279 -0.005 1.200  -0.448
C -0.715 0.020 0.034  0.048
C -2.006 -0.261 0.178  -0.411
C -0.224 0.640 -1.262  -0.493
C 0.231 2.085 -1.149  -0.160
C 0.295 2.846 -2.262  -0.418
H 1.198 -3.345 1.403  0.211
H 1.992 -2.064 0.551  0.198
H 0.442 -2.645 -0.086  0.213
H 0.955 -1.329 2.717  0.201
H -0.547 -1.834 2.174  0.199
H 1.204 0.306 0.684  0.201
H 0.072 0.746 1.962  0.222
H -2.432 -0.814 1.011  0.196
H -2.718 -0.044 -0.616  0.191
H 0.572 0.047 -1.726  0.225
H -1.072 0.630 -1.951  0.218
H 0.419 2.550 -0.187  0.203
H 1.020 3.650 -2.181  0.202
H -0.362 2.674 -3.099  0.201

Calculated values
Orbital gap = 0.3703 Eh
Electronic energy = -8520.94825 eV
HOMO level = -9.00 eV
SMILES = C=CCC(=C)CCC

---

[4]
An isolated molecule of C21H25F2N3O3 in a non-equilibrium geometry. Source: the Open Molecules 2025 dataset; level of theory: ωB97M-V/def2-TZVPD.

Last column: natural (NBO) charge in e.
Element x y z (Å)
C -2.353 -3.933 -1.095  -0.661
C -2.351 -2.674 -0.312  0.275
C -1.649 -2.251 0.789  0.043
N -2.041 -0.978 1.081  -0.458
C -2.940 -0.671 0.187  0.442
C -3.624 0.598 0.097  -0.093
C -3.233 1.637 0.944  -0.242
C -3.870 2.857 0.861  0.376
C -4.897 3.096 -0.038  -0.258
C -5.294 2.070 -0.877  -0.260
C -4.662 0.843 -0.806  0.393
F -5.080 -0.132 -1.632  -0.313
H -6.091 2.210 -1.589  0.234
H -5.371 4.064 -0.073  0.234
F -3.480 3.853 1.680  -0.322
H -2.438 1.466 1.650  0.253
O -3.176 -1.670 -0.683  -0.386
C -0.559 -2.939 1.550  -0.235
N 0.779 -2.494 1.196  -0.441
C 1.012 -1.105 1.546  -0.234
C 2.493 -0.783 1.382  -0.386
H 2.681 0.234 1.728  0.200
H 3.071 -1.471 2.004  0.213
C 2.921 -0.970 -0.080  -0.320
C 2.268 0.074 -0.981  0.705
O 1.337 -0.184 -1.723  -0.647
N 2.778 1.331 -0.938  -0.448
C 3.882 1.847 -0.161  -0.244
H 4.344 1.077 0.451  0.218
C 3.380 2.993 0.730  -0.075
O 2.777 4.008 -0.034  -0.522
C 1.693 3.501 -0.782  -0.077
H 1.294 4.343 -1.349  0.199
C 2.148 2.381 -1.719  -0.259
H 1.300 1.947 -2.250  0.255
H 2.872 2.777 -2.440  0.192
H 0.916 3.117 -0.103  0.168
H 4.212 3.460 1.259  0.197
H 2.658 2.598 1.463  0.163
H 4.634 2.249 -0.854  0.198
C 2.547 -2.395 -0.502  -0.382
C 1.085 -2.721 -0.208  -0.241
H 0.903 -3.777 -0.427  0.192
H 0.450 -2.113 -0.868  0.205
H 2.726 -2.523 -1.571  0.219
H 3.184 -3.092 0.046  0.206
H 4.009 -0.866 -0.167  0.219
H 0.718 -0.963 2.589  0.205
H 0.413 -0.417 0.928  0.185
H -0.613 -4.016 1.368  0.203
H -0.697 -2.751 2.618  0.214
H -1.685 -3.847 -1.953  0.231
H -3.357 -4.132 -1.464  0.235
H -2.020 -4.761 -0.475  0.229

Calculated values
Orbital gap = 0.3145 Eh
Electronic energy = -38230.75884 eV
HOMO level = -8.14 eV
SMILES = Cc1oc(-c2cc(F)ccc2F)nc1CN1CCC(C(=O)N2CCOCC2)CC1